# 1
{
  "formula": "C19H19BrN4O3",
  "method": "wB97M-V/def2-TZVPD",
  "symbols": ["C", "C", "N", "C", "O", "N", "C", "C", "O", "N", "C", "C", "C", "C", "C", "N", "C", "O", "C", "C", "C", "C", "C", "C", "C", "Br", "C", "H", "H", "H", "H", "H", "H", "H", "H", "H", "H", "H", "H", "H", "H", "H", "H", "H", "H", "H"],
  "coordinates": [[1.030473, 1.953420, -3.521655], [0.828139, 0.517156, -3.848265], [1.709550, -0.151393, -4.673421], [1.248283, -1.367725, -4.744697], [1.766244, -2.372149, -5.461493], [0.145241, -1.569482, -4.007706], [-0.155898, -0.333616, -3.420730], [-1.300663, -0.079952, -2.542604], [-1.776911, 1.038513, -2.409591], [-1.843654, -1.162486, -1.890098], [-1.065130, -2.325797, -1.401185], [-1.762944, -2.580336, -0.062570], [-3.221656, -2.319908, -0.436045], [-2.923600, -0.902256, -0.921359], [-2.294547, -0.283515, 0.332367], [-1.487705, -1.427714, 0.801518], [-0.313895, -1.364378, 1.489316], [0.462504, -2.308880, 1.510855], [-0.060341, -0.096432, 2.226073], [1.109347, 0.080960, 2.834230], [1.535314, 1.253613, 3.609035], [2.808293, 1.254825, 4.175105], [3.255350, 2.338287, 4.915725], [2.439007, 3.441431, 5.105238], [1.172119, 3.436806, 4.539822], [0.043150, 4.937990, 4.789335], [0.713372, 2.366139, 3.799642], [0.317832, 2.284926, -2.771871], [2.049387, 2.113526, -3.168076], [0.893879, 2.561017, -4.417760], [2.538120, -2.017311, -5.921063], [-0.419555, -2.399605, -4.013560], [-1.161304, -3.194118, -2.059837], [-0.010412, -2.087943, -1.271398], [-1.501888, -3.516161, 0.418201], [-3.585444, -2.974700, -1.225881], [-3.892371, -2.345641, 0.420674], [-3.727383, -0.321894, -1.359844], [-1.684151, 0.580674, 0.079928], [-3.054209, 0.006457, 1.063126], [-0.842279, 0.651072, 2.253418], [1.827874, -0.728926, 2.751968], [3.450574, 0.395142, 4.030591], [4.246336, 2.325987, 5.349676], [2.775265, 4.292410, 5.680393], [-0.279715, 2.401963, 3.374475]],
  "atomic_forces_ev_per_a": [[0.002, 0.000, -0.001], [0.003, 0.000, 0.006], [-0.008, 0.004, 0.007], [0.009, -0.003, -0.006], [-0.007, -0.002, 0.002], [-0.012, 0.008, -0.008], [0.002, -0.001, -0.006], [-0.005, -0.005, 0.005], [-0.001, 0.002, -0.002], [0.015, -0.002, -0.004], [0.001, 0.008, 0.005], [0.001, -0.003, -0.005], [0.002, 0.006, -0.007], [-0.018, -0.004, 0.020], [0.011, -0.004, -0.004], [-0.001, -0.010, 0.007], [0.001, 0.017, -0.013], [-0.003, -0.009, 0.002], [-0.002, -0.001, 0.005], [-0.002, 0.000, -0.004], [0.002, 0.001, 0.000], [0.000, 0.002, 0.001], [-0.002, 0.001, 0.001], [-0.001, -0.002, -0.002], [0.004, -0.003, -0.001], [-0.002, 0.003, 0.000], [0.000, 0.001, 0.001], [-0.001, -0.002, 0.000], [0.000, -0.001, -0.001], [0.000, 0.000, 0.000], [0.003, 0.002, -0.002], [0.010, -0.004, 0.006], [-0.004, 0.000, -0.002], [0.001, -0.002, 0.000], [0.000, 0.002, 0.002], [0.001, -0.001, 0.000], [0.001, 0.002, 0.001], [0.005, 0.001, -0.006], [-0.003, 0.001, -0.002], [-0.001, 0.001, 0.003], [0.000, -0.001, 0.002], [0.000, -0.001, 0.000], [-0.001, -0.001, -0.001], [0.000, 0.000, 0.000], [0.000, 0.000, 0.000], [0.000, 0.000, 0.000]],
  "mulliken_charge": [-1.246, 0.824, -0.692, 0.180, -0.502, -0.039, 0.303, 0.242, -0.671, 0.072, -0.820, -0.639, -0.810, -0.618, -0.976, 0.087, 0.365, -0.694, -0.645, -0.241, 1.183, -0.562, -0.523, -0.429, -0.115, -0.195, -0.487, 0.290, 0.335, 0.288, 0.384, 0.235, 0.343, 0.517, 0.596, 0.400, 0.405, 0.602, 0.623, 0.304, 0.339, 0.390, 0.369, 0.381, 0.398, 0.448],
  "de_lowest_kcal_mol": 0.0,
  "max_force_ev_per_a": 0.0,
  "gap_ev": 8.394,
  "smiles": "Cc1nc(O)[nH]c1C(=O)N1C[C@@H]2C[C@H]1CN2C(=O)/C=C/c1cccc(Br)c1"
}

---

# 2
{
  "formula": "C19H19Cl17F2O5SSi",
  "method": "wB97M-V/def2-TZVPD",
  "symbols": ["C", "Si", "C", "C", "C", "C", "F", "F", "C", "O", "S", "O", "O", "O", "C", "C", "C", "O", "Cl", "C", "C", "C", "C", "C", "C", "H", "H", "H", "H", "H", "H", "H", "H", "H", "H", "H", "H", "H", "H", "H", "H", "H", "H", "H", "C", "Cl", "Cl", "Cl", "Cl", "C", "Cl", "Cl", "Cl", "Cl", "C", "Cl", "Cl", "Cl", "Cl", "C", "Cl", "Cl", "Cl", "Cl"],
  "coordinates": [[-1.809998, -1.801175, 0.836407], [-0.923408, -1.919431, -0.826514], [0.786263, -2.676776, -0.467329], [-0.586181, -0.249278, -1.668933], [-1.661237, 0.839463, -1.481779], [-2.877552, 0.662183, -2.379870], [-2.559939, 0.201076, -3.609778], [-3.412108, 1.921064, -2.569458], [-3.998109, -0.220199, -1.789833], [-4.113378, -0.175789, -0.383706], [-5.093906, 1.043248, 0.051468], [-4.244850, 2.127252, 0.379929], [-6.037627, 0.594042, 0.998460], [-5.814908, 1.221537, -1.367476], [-5.392236, 0.170696, -2.267004], [-6.501736, -0.928415, -2.184592], [-5.996513, -2.329965, -1.894801], [-5.650693, -3.102968, -2.727263], [-5.978706, -2.801706, -0.169721], [-1.771465, -3.159607, -1.987105], [-1.523855, -3.038947, -3.352721], [-2.090558, -3.952597, -4.225275], [-2.888107, -4.973527, -3.739710], [-3.138990, -5.073105, -2.390355], [-2.583209, -4.171422, -1.495530], [-1.157487, -2.200182, 1.617027], [-2.724413, -2.400867, 0.840008], [-2.086180, -0.791013, 1.133784], [1.510823, -1.944112, -0.114758], [0.648102, -3.508995, 0.226956], [1.116304, -3.130782, -1.407535], [0.331576, 0.131651, -1.208421], [-0.373769, -0.378945, -2.731243], [-1.225649, 1.787743, -1.814998], [-1.953413, 1.000816, -0.449057], [-3.754501, -1.222867, -2.161580], [-5.378695, 0.540574, -3.289004], [-7.048877, -0.967567, -3.124851], [-7.193233, -0.641898, -1.394523], [-0.879776, -2.259808, -3.739669], [-1.863531, -3.858930, -5.281067], [-3.298769, -5.675877, -4.454416], [-3.761776, -5.878524, -2.017529], [-2.781552, -4.283676, -0.437455], [1.060570, 1.364334, 2.212944], [1.806059, 2.763958, 2.989916], [1.318990, -0.072096, 3.207231], [-0.669987, 1.658462, 2.030234], [1.794255, 1.104650, 0.616951], [4.842802, 5.041324, 1.403561], [4.601120, 5.297094, 3.134228], [4.107874, 3.505189, 0.941673], [4.078007, 6.356308, 0.507092], [6.578356, 5.001960, 1.012362], [8.866070, 6.331189, 4.817277], [7.985218, 5.567854, 3.485957], [7.717871, 7.145390, 5.888704], [9.747814, 5.094846, 5.723101], [10.006445, 7.514625, 4.166857], [10.778828, 0.760010, 5.675247], [10.700535, 0.984316, 7.427049], [9.960670, -0.744857, 5.237128], [9.986651, 2.122159, 4.876283], [12.469669, 0.680896, 5.167021]],
  "atomic_forces_ev_per_a": [[-0.091, -0.015, -0.077], [0.843, -0.532, 0.337], [-0.771, -0.108, -0.619], [-0.523, -0.094, 0.566], [0.748, 0.115, -1.062], [-0.285, 0.999, 1.517], [-0.089, -0.209, -0.163], [0.009, -0.024, -0.247], [-0.060, -0.535, -1.266], [-0.321, 0.175, 0.119], [0.635, -0.148, 0.027], [-0.126, 0.504, -0.281], [-0.318, -0.393, 0.120], [0.782, 0.159, 0.140], [-0.818, -0.431, -0.229], [0.255, -0.161, 0.460], [-0.007, -0.304, -0.471], [-0.073, 0.248, 0.288], [-0.019, 0.157, -0.274], [0.387, 1.350, 0.778], [-0.309, -0.485, 0.021], [0.420, 0.295, -0.240], [0.019, 0.010, -0.634], [-0.238, -0.528, 0.487], [-0.069, -0.203, -0.523], [0.022, 0.009, -0.065], [-0.006, 0.095, 0.001], [-0.006, 0.019, -0.057], [0.063, -0.159, 0.139], [0.201, 0.154, 0.169], [0.289, 0.157, 0.074], [-0.189, -0.176, -0.145], [0.021, 0.004, 0.030], [-0.111, 0.012, 0.034], [-0.181, -0.205, -0.005], [-0.069, -0.169, 0.618], [0.116, 0.408, 0.190], [0.103, -0.095, -0.029], [0.017, 0.036, -0.035], [-0.030, 0.052, 0.017], [-0.169, -0.144, -0.029], [-0.126, -0.090, 0.180], [-0.028, 0.044, -0.038], [0.007, 0.093, 0.029], [-0.003, 0.073, 0.159], [-0.274, -0.187, 0.172], [-0.016, 0.001, -0.056], [0.012, 0.009, -0.042], [0.061, 0.084, 0.174], [0.002, -0.063, -0.149], [0.023, -0.004, -0.033], [0.333, 0.159, -0.258], [0.032, -0.012, 0.008], [-0.449, -0.103, -0.295], [0.024, -0.037, 0.065], [0.393, 0.222, 0.464], [0.018, -0.020, -0.031], [-0.078, 0.361, 0.021], [-0.028, -0.025, 0.013], [-0.026, -0.041, -0.064], [0.000, 0.002, -0.023], [0.020, 0.030, 0.016], [0.083, -0.341, -0.004], [-0.030, 0.002, 0.011]],
  "mulliken_charge": [-1.079, 0.699, -1.298, -0.303, -1.054, 1.060, -0.310, -0.401, -0.323, -0.065, 1.193, -0.636, -0.598, -0.454, 0.429, -1.079, 0.682, -0.432, -0.172, 0.211, -0.239, -0.697, -0.513, -0.717, -0.198, 0.493, 0.361, 0.104, 0.297, 0.339, 0.347, -0.041, 0.600, 0.466, 0.080, -0.101, 0.613, 0.362, 0.459, 0.294, 0.420, 0.384, 0.397, 0.407, 0.423, -0.076, -0.109, -0.061, -0.151, 0.352, -0.110, -0.024, -0.095, -0.131, 0.295, 0.001, -0.111, -0.076, -0.106, 0.335, -0.105, -0.103, -0.035, -0.096],
  "max_force_ev_per_a": 1.8,
  "gap_ev": 9.432,
  "smiles": "C[Si](C)(CCC(F)(F)[C@H]1OS(=O)(=O)O[C@@H]1CC(=O)Cl)c1ccccc1.ClC(Cl)(Cl)Cl.ClC(Cl)(Cl)Cl.ClC(Cl)(Cl)Cl.ClC(Cl)(Cl)Cl"
}

---

# 3
{
  "formula": "C19H19ClN6O2",
  "method": "wB97M-V/def2-TZVPD",
  "symbols": ["Cl", "N", "N", "N", "N", "N", "O", "O", "C", "C", "C", "C", "C", "C", "C", "C", "C", "C", "C", "C", "C", "N", "C", "C", "C", "C", "C", "C", "H", "H", "H", "H", "H", "H", "H", "H", "H", "H", "H", "H", "H", "H", "H", "H", "H", "H", "H"],
  "coordinates": [[-6.613935, 1.827922, 2.327028], [-0.225908, 1.493345, -1.629462], [-1.695605, 0.904992, -0.040029], [2.296097, -3.577658, 2.327560], [-6.359410, 2.890083, -0.138301], [0.240035, -0.995244, 0.843744], [-1.426579, 2.147116, -1.779607], [-6.311438, 4.256301, -1.991606], [-0.445012, 0.633709, -0.685331], [-2.225175, 1.766169, -0.784812], [3.143145, -3.056433, 1.477318], [-5.746518, 2.157013, 0.760403], [-5.705296, 3.300916, -1.219853], [0.567755, -0.343903, -0.240572], [1.208111, -1.889970, 1.277269], [-4.419978, 1.755641, 0.550794], [-4.387483, 2.842873, -1.543407], [1.778108, -0.363460, -0.967022], [-3.629428, 2.124968, -0.553123], [2.400661, -1.991075, 0.685336], [2.722744, -1.265436, -0.458769], [1.062019, -2.991616, 2.175309], [-6.782819, 5.292719, -1.113865], [4.573952, -3.002902, 1.745873], [-0.158037, -3.337405, 2.966426], [5.067854, -2.601408, -1.416014], [4.925198, -0.037142, -1.118898], [4.080844, -1.338443, -1.276864], [-3.904530, 1.378073, 1.439223], [-3.907007, 3.198117, -2.427007], [1.888933, 0.249658, -1.829147], [-7.605106, 4.923763, -0.520362], [-7.127766, 6.110729, -1.752407], [-6.048720, 5.689054, -0.343519], [5.143588, -3.745011, 1.149743], [4.767329, -3.219787, 2.815587], [4.824062, -1.919368, 1.570885], [-0.511201, -4.304274, 2.838896], [-0.923363, -2.578131, 2.682344], [0.040028, -3.226964, 4.060604], [5.793401, -2.444320, -0.674131], [5.677913, -2.768467, -2.314166], [4.536184, -3.456492, -1.202059], [5.005048, 0.109247, -0.083719], [4.690993, 0.890849, -1.697913], [5.951533, -0.165060, -1.545798], [3.774776, -1.323291, -2.346578]],
  "atomic_forces_ev_per_a": [[0.960, 0.166, -1.693], [-0.332, -0.935, -0.645], [2.369, -2.973, 0.595], [-0.626, -0.002, 0.141], [-0.344, 0.355, 0.209], [0.918, -2.304, 1.187], [-0.577, 1.695, -0.752], [0.872, -0.213, 0.997], [-1.373, 1.632, 1.412], [-0.640, -0.256, 0.396], [-3.008, 1.968, -0.136], [0.762, 0.126, -0.690], [1.232, -1.081, -0.096], [-0.229, 1.489, -0.167], [-4.176, -0.559, 0.173], [1.394, -0.175, 2.431], [-0.099, 0.233, 1.604], [0.042, -1.999, 1.972], [-3.657, 1.665, -2.203], [3.815, -1.793, 0.175], [1.767, 0.759, -1.830], [-0.112, 1.552, -0.687], [-0.259, 1.010, 0.413], [1.400, -0.167, 0.261], [1.415, 3.069, 0.790], [-0.398, 2.336, 0.789], [0.961, -0.334, -1.840], [0.243, 0.138, -3.114], [-0.142, -0.414, -0.495], [0.121, 0.211, -0.524], [0.258, 0.185, -0.487], [-0.391, -0.089, 0.001], [0.175, -0.189, 0.096], [-0.252, -0.647, -1.263], [0.040, 0.860, 0.213], [-0.166, 0.079, -0.608], [0.512, -1.299, -0.040], [-0.419, -1.821, -0.818], [0.553, -0.686, 0.122], [0.032, 0.093, -0.815], [1.099, -0.248, 1.285], [-0.891, 0.768, -0.337], [-1.071, -2.149, 0.428], [0.373, 0.916, 1.449], [-0.985, -0.755, 0.841], [-0.556, -0.548, 0.622], [-0.610, 0.332, 0.641]],
  "mulliken_charge": [-0.190, -0.362, -0.378, -1.087, -0.518, -0.685, -0.216, -0.380, 0.340, 0.312, 0.545, 0.048, 0.455, 0.191, -0.924, -0.326, -0.631, -1.114, 0.803, 1.006, 0.839, 0.537, -0.740, -0.982, -0.827, -1.896, -1.394, 0.638, 0.408, 0.499, 0.607, 0.345, 0.280, 0.278, 0.205, 0.401, 0.200, 0.307, 0.313, 0.280, 0.476, 0.368, 0.502, 0.377, 0.335, 0.407, 0.347],
  "max_force_ev_per_a": 4.6,
  "gap_ev": 8.204,
  "smiles": "COc1cc(-c2nc(-c3cc(C(C)C)c4c(C)nn(C)c4n3)no2)cc(Cl)n1"
}

---

no.,DFT total energy (eV)
1,-102157.8545
2,-267276.8991
3,-45565.2649